Below is 4 unconnected molecules or ions with the total composition CH9NO3 at a distorted geometry, with properties calculated with the ωB97M-V functional and the def2-TZVPD basis.

For the energy above the lowest of the compared OMol25 structures with the same formula, charge and spin, the calculation gives 0.900 eV. As for the SMILES: C=N.O.O.O. As for the spin multiplicity: 1. For the lowest unoccupied orbital energy, the calculation gives 0.67 eV.

XYZ file:
```
14
CH9NO3 | the OMol25 dataset | the ωB97M-V functional and the def2-TZVPD basis
C -0.4999 3.3693 0.4224
N -0.3567 2.1254 0.3036
H -0.2977 4.0523 -0.4027
H -0.8311 3.9177 1.3104
H -0.4882 1.6365 1.1985
O -1.3998 -3.1081 1.6253
H -1.0577 -4.0001 1.6852
H -0.7593 -2.5419 1.2147
O 1.9524 0.5816 -1.0026
H 1.2998 1.2884 -0.8522
H 1.8331 0.3599 -1.9218
O 0.1320 -2.0151 -1.2739
H -0.4284 -1.3598 -0.8072
H 1.0011 -1.9427 -0.8630
```



Below is 3 unconnected molecules or ions with the total composition C4H10Br2N2O4 at a distorted geometry, with properties calculated with the ωB97M-V functional and the def2-TZVPD basis.

For the energy above the lowest of the compared OMol25 structures with the same formula, charge and spin, the calculation gives 0.475 eV. As for the SMILES: C[N+](=O)[O-].C[N+](=O)[O-].BrCCBr. As for the spin multiplicity: 1. For the lowest unoccupied orbital energy, the calculation gives -0.25 eV.

XYZ file:
```
22
C4H10Br2N2O4 | the OMol25 dataset | the ωB97M-V functional and the def2-TZVPD basis
C -2.4463 -2.8717 -0.3689
N -1.2818 -2.0569 -0.7402
O -0.2890 -2.5471 -1.3013
O -1.3110 -0.8738 -0.4994
H -2.1186 -3.7849 0.1280
H -2.9591 -3.0717 -1.3098
H -3.0532 -2.2132 0.2524
C -0.0817 2.6674 -0.7244
N 0.1968 4.0971 -0.8652
O 1.2549 4.5547 -0.5953
O -0.7041 4.8146 -1.2460
H 0.7547 1.9723 -0.6516
H -0.5913 2.3807 -1.6443
H -0.7573 2.4867 0.1117
Br 3.3737 -0.3942 -0.4253
C 2.2047 -1.2005 0.9852
C 1.2045 -0.1955 1.4537
Br -0.2813 -1.0882 2.5063
H 2.8594 -1.4533 1.8192
H 1.6705 -2.0525 0.5648
H 0.7483 0.1810 0.5381
H 1.6075 0.6494 2.0122
```



Below is a single C5H6O molecule, with properties calculated with the ωB97M-V functional and the def2-TZVPD basis.

For the energy above the lowest of the compared OMol25 structures with the same formula, charge and spin, the calculation gives 2.763 eV. As for the SMILES: C#C[C@@H]1O[C@@H]1C. As for the spin multiplicity: 1. For the lowest unoccupied orbital energy, the calculation gives 1.10 eV.

XYZ file:
```
12
C5H6O | the OMol25 dataset | the ωB97M-V functional and the def2-TZVPD basis
C 2.4990 0.5391 0.2385
C 1.5493 -0.2030 0.2307
C 0.3933 -1.0823 0.2126
O -0.2282 -1.2313 -1.0602
C -0.9745 -0.5991 -0.0342
C -1.2794 0.8681 -0.0310
H 3.3433 1.1971 0.2512
H 0.4349 -1.9584 0.8506
H -1.7725 -1.2531 0.3246
H -0.3541 1.4449 -0.1173
H -1.7366 1.0857 0.9424
H -1.9818 1.1568 -0.8160
```



Below is 3 unconnected molecules or ions with the total composition C3H9N2O2S at a distorted geometry, with properties calculated with the ωB97M-V functional and the def2-TZVPD basis.

For the energy above the lowest of the compared OMol25 structures with the same formula, charge and spin, the calculation gives 5.741 eV. As for the spin multiplicity: 1. As for the charge: -1. For the lowest unoccupied orbital energy, the calculation gives 0.27 eV.

XYZ file:
```
17
C3H9N2O2S | the OMol25 dataset | the ωB97M-V functional and the def2-TZVPD basis
C 0.5355 -2.1276 -0.3932
C -0.2750 -0.7100 -0.9213
S -0.4227 -0.6624 -2.6100
N 0.5472 -2.1232 0.9350
C -0.1517 2.7178 -0.4673
N 0.0539 2.1504 0.6789
O 0.2504 3.8159 -0.8823
H 1.5234 -2.0865 -0.8036
H -0.1102 -2.9086 -0.7517
H 0.2387 0.1764 -0.5226
H -1.2475 -0.8182 -0.4515
H 1.4846 -1.8135 1.2065
H 0.6342 2.7928 1.2391
H -0.8317 2.1348 -1.1145
H -0.7049 0.6056 1.5028
H -0.4314 -0.9012 1.5415
O -1.0929 -0.2425 1.8143
```



Below is 8 unconnected molecules or ions with the total composition C31H35O25PS at a distorted geometry, with properties calculated with the ωB97M-V functional and the def2-TZVPD basis.

As for the SMILES: O=C1C=CC(=O)c2c1cccc2P(O)(O)=S.O=C1OCCO1.O=C1OCCO1.O=C1OCCO1.O=C1OCCO1.O=C1OCCO1.O=C1OCCO1.O=C1OCCO1. As for the spin multiplicity: 1. For the lowest unoccupied orbital energy, the calculation gives -1.44 eV.

XYZ file:
```
93
C31H35O25PS | the OMol25 dataset | the ωB97M-V functional and the def2-TZVPD basis
O 7.7000 -0.1789 2.0766
C 6.4923 -0.2850 2.0449
C 5.8173 -1.6002 1.9658
C 4.6254 -1.7130 1.4112
C 4.0087 -0.4895 0.8314
O 3.3328 -0.5713 -0.1704
C 4.3259 0.7890 1.5371
C 5.5625 0.8827 2.1210
C 5.9355 2.0187 2.7598
C 5.0766 3.0562 2.8678
C 3.8368 2.9790 2.3214
C 3.4652 1.8624 1.6348
P 1.8023 1.8922 0.9039
O 1.0609 3.1938 1.4030
O 0.9936 0.6999 1.6057
S 1.7415 1.8706 -1.0256
H 6.3062 -2.4726 2.3649
H 4.1131 -2.6577 1.3602
H 6.9199 2.0954 3.1886
H 5.3690 3.9434 3.3986
H 3.1794 3.8290 2.4357
H 1.0088 3.8008 0.6536
H 1.4734 0.4383 2.4025
O -4.6950 -2.1629 3.1540
C -3.8774 -1.5007 2.5919
O -2.7117 -1.9758 2.1090
C -2.1176 -0.9434 1.3043
C -2.7440 0.3101 1.8692
O -4.0050 -0.1775 2.3559
H -1.0354 -0.9523 1.3946
H -2.3853 -1.1115 0.2651
H -2.1779 0.7235 2.7048
H -2.8891 1.0875 1.1240
O -9.2762 1.6253 6.1597
C -8.5245 0.7737 5.8203
O -7.8216 0.7826 4.6610
C -6.8644 -0.2828 4.7146
C -7.4901 -1.2295 5.7126
O -8.2521 -0.3443 6.5405
H -6.7256 -0.7307 3.7369
H -5.9097 0.1177 5.0588
H -8.1677 -1.9452 5.2433
H -6.7552 -1.7726 6.3003
O 1.9653 -3.4712 -5.4872
C 1.9689 -2.6731 -4.6025
O 3.0803 -2.2431 -3.9677
C 2.7092 -1.1309 -3.1343
C 1.2361 -1.3712 -2.9112
O 0.8618 -2.0839 -4.1027
H 3.2781 -1.1269 -2.2134
H 2.9033 -0.2043 -3.6775
H 1.0414 -2.0048 -2.0439
H 0.6654 -0.4527 -2.8109
O -3.1210 -1.2841 -2.5288
C -4.1177 -1.7670 -2.0895
O -4.5276 -3.0288 -2.3216
C -5.6273 -3.3079 -1.4433
C -6.1617 -1.9246 -1.1471
O -4.9872 -1.1113 -1.2841
H -6.3558 -3.9503 -1.9296
H -5.2476 -3.8106 -0.5527
H -6.9045 -1.5958 -1.8757
H -6.5803 -1.8346 -0.1493
O -1.1830 3.5540 -0.6501
C -1.9769 3.1731 -1.4568
O -3.2967 3.4989 -1.4445
C -3.8742 3.0501 -2.6792
C -2.9336 1.9414 -3.0954
O -1.6915 2.3579 -2.5017
H -4.8934 2.7044 -2.5266
H -3.8838 3.8835 -3.3845
H -3.2192 0.9727 -2.6857
H -2.8357 1.8515 -4.1743
O 2.8615 5.8390 2.6413
C 3.6114 6.5422 2.0437
O 4.8147 6.1450 1.5657
C 5.3153 7.1823 0.7139
C 4.5876 8.4027 1.2343
O 3.3771 7.8389 1.7516
H 6.3957 7.2625 0.7969
H 5.0546 6.9459 -0.3187
H 5.1223 8.8951 2.0481
H 4.3727 9.1328 0.4591
O 3.3655 -9.9969 -4.4574
C 3.1357 -8.8680 -4.7406
O 2.4764 -7.9930 -3.9414
C 2.5982 -6.6883 -4.5218
C 2.8516 -6.9996 -5.9773
O 3.4967 -8.2782 -5.9069
H 1.6934 -6.1082 -4.3668
H 3.4370 -6.1715 -4.0526
H 1.9289 -7.0993 -6.5508
H 3.4909 -6.2677 -6.4617
```



Results for frontier orbital gap: 11.5, 10.3, 11.0, 4.4, 7.1 (in eV, following the order of the records).